Formula: C5H2O
Source: the Open Molecules 2025 dataset
Level of theory: ωB97M-V with the def2-TZVPD basis set

The geometry in XYZ format:
```
8
Properties=species:S:1:pos:R:3:nbo_charge:R:1
C 2.13325 -0.58830 -0.03917 -0.12
C 1.20358 0.19813 -0.05046 -0.13
C 0.04226 1.07586 -0.07154 0.46
O 0.07411 2.27661 0.01648 -0.45
C -1.23212 0.26413 -0.16875 -0.13
C -2.14334 -0.53107 -0.01767 -0.16
H 2.87937 -1.39276 0.06113 0.25
H -2.95711 -1.30261 0.26999 0.27
```

Calculated values
**SMILES**: C#CC(=O)C#C
**Energy relative to the best compared isomer or geometry (same formula, charge and spin)**: 13.0 kcal per mole
**HOMO-LUMO gap**: 10.11 eV
**HOMO level**: -10.68 eV